Record 1
This record from the Open Molecules 2025 dataset describes the ion C3H6N2O2 with charge +1 in a non-equilibrium geometry. The level of theory is ωB97M-V with the def2-TZVPD basis set.

energy = -377.53850 Eh
relative energy (zero: lowest compared OMol25 entry of this formula, charge and spin) = 32.4 kcal per mole
frontier orbital gap (spin up / spin down) = 11.34 / 6.25 eV
2S+1 = 2
charge = +1

Last column: Mulliken spin population.
CARTESIAN COORDINATES (ANGSTROEM)
O1 1.2056 2.0571 0.1868  -0.0041
C1 0.6571 1.0163 0.0922  -0.0030
N1 0.8493 0.0489 1.1337  0.0938
C2 0.5696 -1.2826 1.2204  -0.0396
O2 0.8344 -2.0405 0.3108  0.2203
C3 -0.6219 0.7725 -0.6625  0.0421
N2 -0.7031 -0.5554 -1.1816  0.6137
H1 0.7182 0.5898 1.9796  -0.0090
H2 0.0880 -1.6593 2.1326  0.0074
H3 -1.4700 1.1546 -0.1066  0.0186
H4 -0.6327 1.4381 -1.5499  0.0778
H5 0.0410 -0.8660 -1.8068  -0.0146
H6 -1.5355 -0.6735 -1.7488  -0.0035

Force components x, y, z for each atom (eV/Å):
O 0.329 0.471 -0.744
C -0.472 -0.187 1.402
N -0.451 0.446 0.964
C 0.093 0.070 -0.323
O -0.642 -0.165 -0.876
C 1.096 0.033 -1.287
N -0.375 0.605 -1.560
H 0.353 -0.256 0.497
H 0.383 0.272 0.251
H -0.334 -0.569 0.437
H 0.270 0.031 -0.075
H 0.607 -0.025 0.683
H -0.857 -0.724 0.630

Record 2
This record from the Open Molecules 2025 dataset describes a cluster of 2 separate species, C2H3O5P in total in a non-equilibrium geometry. The level of theory is ωB97M-V with the def2-TZVPD basis set.

energy = -795.54909 Eh
relative energy (zero: lowest compared OMol25 entry of this formula, charge and spin) = 83.4 kcal per mole
frontier orbital gap = 6.16 eV
charge = -2

Last column: Löwdin charge in e.
CARTESIAN COORDINATES (ANGSTROEM)
C1 -0.1387 -0.3540 -0.7782  -0.1901
C2 1.4144 0.2860 0.6644  -0.2512
O1 -1.8840 0.0202 1.1667  -0.4578
O2 -1.7908 1.9338 -0.5417  -0.4484
O3 0.2187 -1.4027 -1.2156  -0.0148
O4 -2.6387 -0.3481 -1.2216  -0.4597
O5 2.1396 -0.8565 0.4600  -0.2578
P1 -1.7958 0.4655 -0.3034  -0.0511
H1 2.0664 1.2535 0.4808  0.0507
H2 0.8066 0.2751 1.6165  0.0426
H3 1.6022 -1.2730 -0.3279  0.0377

Force components x, y, z for each atom (eV/Å):
C 1.142 1.009 2.329
C -1.427 1.265 -0.964
O 0.832 0.274 -0.936
O 0.807 1.031 -0.275
O 0.374 0.829 0.103
O -1.033 -0.784 -1.244
O 0.059 -1.628 -1.475
P -1.454 -0.758 1.671
H -1.415 -1.557 0.331
H 0.682 0.301 -0.990
H 1.431 0.018 1.450

Record 3
This record from the Open Molecules 2025 dataset describes a structure of composition C3H25N2O11 in a non-equilibrium geometry. The level of theory is ωB97M-V with the def2-TZVPD basis set.

energy = -1066.50926 Eh
relative energy (zero: lowest compared OMol25 entry of this formula, charge and spin) = 46.4 kcal per mole
frontier orbital gap = 9.58 eV
charge = -1

Last column: Löwdin charge in e.
CARTESIAN COORDINATES (ANGSTROEM)
O1 -0.2610 1.3757 2.4997  0.0240
C1 0.4450 0.4782 2.0412  -0.4253
N1 -0.0539 -0.8053 1.7486  0.0759
C2 -1.4892 -1.2035 1.9384  -0.2169
O2 -2.0808 -1.3076 0.6510  -0.1351
C3 1.9742 0.6014 2.0202  -0.2237
N2 2.7065 0.7043 0.7819  0.0218
H1 0.3697 -1.2812 0.8410  0.1382
H2 -2.1366 -0.4080 2.3077  0.1142
H3 -1.6533 -2.0481 2.6529  0.1269
H4 2.2460 -0.2257 2.6834  0.1038
H5 2.0540 1.4206 2.7537  0.1170
H6 2.1499 0.1934 0.0848  0.0224
H7 2.8997 1.6627 0.3949  0.0975
H8 -1.5806 -2.0291 0.0500  0.1155
H9 -0.1020 -3.6795 -0.5252  -0.0261
O3 -0.2828 -2.8098 -0.6881  -0.2224
H10 0.4139 -1.1280 -2.4177  -0.0331
H11 -0.5696 -2.0894 -2.2928  0.0207
O4 -0.4088 -1.3065 -2.8625  -0.0832
H12 1.4755 1.2543 -2.5008  0.0240
H13 2.1553 0.0107 -2.1169  -0.0193
O5 2.3326 0.7924 -2.6963  -0.0988
H14 -0.9358 0.3099 -2.3713  -0.0215
H15 -2.1266 1.2047 -1.7843  0.0142
O6 -1.3505 1.1856 -2.4097  -0.1073
H16 -1.4007 2.2702 1.3449  0.0157
H17 -0.9636 3.2191 0.3813  0.0093
O7 -1.7541 3.0697 0.8850  -0.0625
H18 1.0925 -2.9598 2.0421  0.0014
H19 1.7372 -3.1360 0.6637  0.0094
O8 1.3044 -3.5850 1.3760  -0.0321
H20 -0.1991 3.0173 -2.3404  0.0417
H21 0.4985 2.8123 -0.9996  0.0281
O9 0.4300 3.4995 -1.7230  -0.1138
H22 -2.8368 1.7191 0.3780  -0.0128
H23 -2.6258 0.1756 0.2351  0.0249
O10 -2.8845 1.0175 -0.2568  -0.0875
H24 0.6813 -2.0556 -0.8377  -0.0259
H25 2.3310 -1.6862 -1.3279  -0.0072
O11 1.5425 -1.3172 -1.1127  -0.1920

Force components x, y, z for each atom (eV/Å):
O 0.393 -0.710 -0.249
C -1.153 -1.032 -0.102
N 0.377 -0.502 -1.344
C -0.250 1.198 -1.385
O 0.950 -2.816 -0.624
C -0.863 0.891 1.690
N -0.290 0.567 -0.824
H -1.004 1.212 2.633
H 0.880 0.449 0.836
H 0.662 0.105 -1.007
H 0.632 -0.547 -0.630
H 0.632 0.364 -0.858
H 0.725 0.141 -0.050
H -0.628 -1.283 0.965
H -0.542 1.423 1.291
H 0.823 -3.319 0.851
O -1.390 3.784 -0.677
H 1.247 0.739 -0.216
H -0.829 0.003 -0.386
O -0.690 -0.806 -0.232
H 1.119 -0.039 -0.693
H 0.391 0.454 -0.609
O -1.511 0.011 1.073
H -0.562 -0.304 -0.173
H 1.139 -0.317 -0.303
O -0.332 1.089 0.135
H -0.557 0.675 0.436
H 0.328 0.894 -1.040
O 0.392 -0.719 1.141
H -0.226 1.125 0.720
H 0.280 0.668 -0.402
O 0.310 -2.029 0.081
H 0.695 0.536 0.939
H 0.031 1.082 -1.233
O -0.814 -1.896 0.365
H 0.041 0.932 0.113
H -0.334 0.882 -1.161
O -0.617 -1.992 0.405
H 0.141 -0.894 -0.355
H 3.564 -2.113 -0.878
O -3.157 2.093 1.752

Record 4
This record from the Open Molecules 2025 dataset describes a cluster of 7 separate species, C32H90N11O15P5 in total in a non-equilibrium geometry. The level of theory is ωB97M-V with the def2-TZVPD basis set.

energy = -4710.84230 Eh
relative energy (zero: lowest compared OMol25 entry of this formula, charge and spin) = 122.3 kcal per mole
frontier orbital gap = 7.64 eV
SMILES string = CN(C)P(=O)(N(C)C)N(C)C.CN(C)P(=O)(N(C)C)N(C)C.CN(C)P(=O)(N(C)C)N(C)C.CCOP(=O)(OCC)OCC.CCOP(=O)(OCC)OCC.C[N+](=O)[O-].C[N+](=O)[O-]

Last column: Löwdin charge in e.
CARTESIAN COORDINATES (ANGSTROEM)
O1 -10.6735 10.0587 -2.6232  -0.2505
P1 -11.0096 9.2158 -3.6922  0.5550
N1 -9.6943 8.4241 -4.4490  -0.2999
C1 -8.4153 9.1094 -4.3637  -0.1126
C2 -9.9900 7.3201 -5.4193  -0.0961
N2 -11.6834 10.1915 -4.9869  -0.3064
C3 -12.7891 9.7735 -5.8068  -0.1553
C4 -11.1905 11.5398 -5.1579  -0.1171
N3 -12.2270 8.0504 -3.2967  -0.3014
C5 -11.9408 6.8826 -2.4732  -0.1190
C6 -13.5505 8.5416 -2.8980  -0.1187
H1 -8.5100 9.8155 -3.5388  0.0694
H2 -8.1371 9.7057 -5.2327  0.0755
H3 -7.7547 8.2641 -4.1710  0.0824
H4 -10.4013 7.6945 -6.3568  0.0630
H5 -10.8198 6.6992 -5.0819  0.0543
H6 -9.1471 6.7210 -5.7638  0.0782
H7 -12.9610 8.7136 -5.9944  0.0802
H8 -13.6053 10.2759 -5.2876  0.0681
H9 -12.8065 10.1427 -6.8322  0.0758
H10 -10.8046 12.0109 -4.2539  0.0794
H11 -10.3707 11.4286 -5.8675  0.0696
H12 -11.8509 12.1632 -5.7606  0.0789
H13 -11.5338 7.1736 -1.5048  0.0884
H14 -12.8299 6.2538 -2.4251  0.0820
H15 -11.1559 6.3638 -3.0236  0.0609
H16 -13.5427 9.1297 -1.9803  0.0846
H17 -14.1797 7.6802 -2.6740  0.0758
H18 -14.0062 9.1902 -3.6462  0.0555
O2 -0.0356 12.2320 5.3975  -0.3306
P2 -0.3093 10.8263 4.8668  0.6436
N4 -1.9542 10.5111 4.5029  -0.3154
C7 -3.0146 11.4828 4.7281  -0.1105
C8 -2.6004 9.2160 4.2266  -0.1316
N5 0.2412 9.6008 5.9860  -0.2853
C9 0.2468 9.9492 7.4056  -0.1451
C10 1.2914 8.5485 5.6414  -0.0875
N6 0.5067 10.6450 3.3571  -0.3160
C11 1.9084 11.1560 3.3590  -0.1097
C12 0.2804 9.5230 2.4576  -0.1121
H19 -3.6571 11.4917 3.8476  0.0793
H20 -2.6834 12.4927 4.9701  0.0797
H21 -3.4706 10.9525 5.5641  0.0790
H22 -3.1534 8.7252 5.0275  0.0813
H23 -1.8592 8.5219 3.8304  0.0588
H24 -3.2835 9.2303 3.3773  0.0808
H25 1.1206 10.5461 7.6671  0.0773
H26 -0.6334 10.5465 7.6434  0.0770
H27 0.3507 9.0968 8.0769  0.0729
H28 1.4422 7.9569 6.5443  0.0702
H29 1.0752 7.9704 4.7429  0.0534
H30 2.2999 8.9446 5.5233  0.0633
H31 2.2209 11.4165 2.3478  0.0761
H32 1.9855 12.0543 3.9715  0.0708
H33 2.6156 10.4117 3.7249  0.0628
H34 -0.7667 9.6824 2.2002  0.0748
H35 0.5993 8.6338 3.0013  0.0582
H36 0.8230 9.7990 1.5534  0.0845
O3 -16.0484 -6.1009 9.2477  -0.2951
P3 -15.3006 -4.8860 8.8498  0.6341
N7 -13.6560 -4.8759 9.4160  -0.3033
C13 -12.9243 -6.1198 9.4651  -0.1380
C14 -12.9339 -3.6567 9.4535  -0.1464
N8 -15.9951 -3.3922 9.4119  -0.3002
C15 -15.9928 -3.1924 10.8806  -0.1114
C16 -17.2848 -2.9847 8.7632  -0.1038
N9 -15.1733 -4.8003 7.1125  -0.3047
C17 -14.5297 -3.7836 6.2820  -0.1225
C18 -15.8207 -5.8359 6.3609  -0.1388
H37 -12.4175 -6.5104 8.5827  0.0770
H38 -13.5262 -7.0089 9.6529  0.0722
H39 -12.2511 -6.2565 10.3115  0.0813
H40 -11.8779 -3.8396 9.2549  0.0912
H41 -13.0654 -3.0671 10.3608  0.0709
H42 -13.3249 -2.9779 8.6955  0.0484
H43 -16.1206 -2.1472 11.1621  0.0813
H44 -16.8742 -3.6985 11.2745  0.0775
H45 -15.1054 -3.6991 11.2600  0.0679
H46 -17.3775 -1.9329 9.0339  0.0706
H47 -17.2876 -2.9805 7.6732  0.0745
H48 -18.1779 -3.4097 9.2211  0.0785
H49 -13.7159 -4.1375 5.6491  0.0778
H50 -15.1774 -3.3000 5.5508  0.0753
H51 -14.0242 -3.0475 6.9071  0.0541
H52 -16.8117 -5.9522 6.7996  0.0703
H53 -15.3433 -6.8102 6.4652  0.0803
H54 -15.9442 -5.4993 5.3315  0.0811
C19 -15.7622 1.2171 20.6550  0.0412
N10 -16.2428 1.9530 19.4601  -0.4630
O4 -15.8968 1.6413 18.3364  0.0613
O5 -16.9990 2.8747 19.6826  0.0584
H55 -16.0424 1.6725 21.6048  0.0979
H56 -14.6942 1.1102 20.4650  0.1021
H57 -16.3423 0.2947 20.6278  0.1022
C20 -15.9880 11.3379 18.4371  0.0335
N11 -15.6435 12.7254 18.9278  -0.3695
O6 -15.3861 13.5894 18.0229  0.0302
O7 -15.8117 12.8846 20.1869  0.0218
H58 -15.2080 11.1943 17.6893  0.0941
H59 -17.0168 11.1762 18.1153  0.1016
H60 -15.7717 10.7317 19.3168  0.0883
C21 -14.3615 16.4561 1.9748  -0.0546
C22 -15.3529 16.8901 3.0677  -0.2614
O8 -16.6214 16.6626 2.4759  -0.1944
P4 -17.8846 17.4622 3.0592  0.4596
O9 -17.6562 18.9012 3.3578  -0.2425
O10 -19.0785 17.1201 2.0237  -0.1756
C23 -20.3734 17.5762 2.2045  -0.3204
C24 -20.6779 18.3345 0.9556  -0.0698
O11 -18.2072 16.6138 4.3739  -0.1941
C25 -19.0851 17.1358 5.3758  -0.2967
C26 -18.3873 16.9579 6.6984  -0.0577
H61 -13.6023 15.7272 2.2581  0.0706
H62 -14.9513 15.9688 1.1984  0.0775
H63 -13.8444 17.3199 1.5569  0.0723
H64 -15.3398 16.2230 3.9296  0.1145
H65 -15.2317 17.9048 3.4471  0.1138
H66 -21.0748 16.7778 2.4468  0.1258
H67 -20.4281 18.2250 3.0787  0.1067
H68 -21.7172 18.6478 1.0547  0.0804
H69 -19.9629 19.1404 0.7899  0.0887
H70 -20.6110 17.7455 0.0409  0.0815
H71 -19.3800 18.1560 5.1302  0.1036
H72 -20.0088 16.5744 5.2356  0.1203
H73 -18.2128 15.8826 6.6608  0.0851
H74 -17.4110 17.4226 6.8367  0.0826
H75 -19.0801 17.4809 7.3576  0.0841
C27 -14.9588 6.1678 9.9493  -0.0878
C28 -14.5484 6.9780 11.1476  -0.3132
O12 -13.4636 7.6832 10.6657  -0.1839
P5 -13.5108 9.2726 10.1474  0.6032
O13 -14.1517 10.2663 11.1286  -0.2724
O14 -14.1748 9.2206 8.6890  -0.2000
C29 -15.0233 10.2646 8.2354  -0.2821
C30 -15.2792 9.9836 6.7587  -0.0632
O15 -11.9933 9.6604 9.6724  -0.1806
C31 -11.4504 10.8594 9.8581  -0.3166
C32 -11.8729 11.8364 8.6685  -0.0447
H76 -15.7742 5.4786 10.1689  0.0731
H77 -15.3598 6.8054 9.1615  0.0724
H78 -14.2009 5.4527 9.6295  0.0840
H79 -15.3964 7.5394 11.5398  0.1210
H80 -14.3274 6.2952 11.9681  0.1204
H81 -15.9716 10.1178 8.7525  0.1128
H82 -14.8132 11.2816 8.5665  0.1067
H83 -14.4013 9.6053 6.2350  0.0795
H84 -16.0225 9.1958 6.6365  0.0718
H85 -15.7600 10.8351 6.2771  0.0770
H86 -11.7175 11.2752 10.8296  0.1117
H87 -10.3690 10.7226 9.8685  0.1171
H88 -11.0870 12.5726 8.4997  0.0643
H89 -12.0544 11.3100 7.7314  0.0712
H90 -12.7899 12.3964 8.8515  0.0582

Force components x, y, z for each atom (eV/Å):
O 2.043 3.167 4.135
P -2.542 -2.773 -5.805
N -2.391 -1.009 0.577
C -0.510 -0.838 0.138
C -0.394 1.309 -0.230
N 0.514 -2.187 1.798
C -0.875 0.916 -0.032
C 0.953 -0.509 -1.248
N -0.228 0.675 -0.809
C 1.622 0.294 -1.073
C 0.071 0.876 -0.050
H 0.437 -0.295 0.213
H 0.013 -0.268 -0.375
H 0.952 0.717 0.070
H 0.061 0.582 -0.284
H 0.397 -0.181 0.500
H 0.320 0.047 0.789
H 0.255 -0.149 0.945
H -1.123 -0.556 -0.680
H 0.627 0.548 -0.081
H -0.430 -0.077 0.013
H 0.729 0.456 0.034
H -0.654 0.106 0.688
H -0.300 -0.243 0.340
H 0.206 0.041 0.205
H 0.100 -0.534 0.429
H 0.295 0.108 0.283
H -0.132 0.086 -0.419
H -0.015 -0.311 -0.069
O -1.054 -2.721 -0.777
P 0.624 1.186 0.009
N 1.126 -0.391 -0.435
C 0.386 -0.546 0.524
C 1.564 -0.511 -0.789
N 0.505 -0.784 -1.462
C 0.353 0.670 -0.156
C -0.396 1.559 0.640
N 0.777 1.016 1.863
C -0.620 -0.179 0.194
C -0.349 1.892 0.563
H -0.186 0.149 0.103
H 0.169 -0.283 0.098
H -1.238 1.132 0.270
H 0.199 0.352 0.538
H 0.213 -0.224 0.537
H -0.264 0.808 -0.058
H 0.116 0.424 -0.122
H 0.006 -0.169 0.114
H -0.572 -0.422 -0.341
H -0.626 -0.530 -0.244
H -0.316 -0.108 0.414
H 0.063 0.600 -0.336
H -0.248 -0.019 -0.138
H -0.147 -0.149 0.020
H 0.139 -0.142 0.116
H -0.181 -1.238 -0.050
H -0.330 -0.613 -1.071
H 0.284 -0.756 -0.023
O 0.491 0.385 -0.379
P 0.889 0.641 -0.770
N -2.328 -0.924 -0.038
C -0.258 -1.842 0.519
C 0.267 1.218 -0.521
N 0.491 -1.000 -1.312
C -0.663 -0.943 -1.004
C 0.950 1.107 1.066
N 0.289 0.936 1.307
C 0.758 0.173 0.737
C -1.199 -0.297 0.544
H 0.411 1.003 -0.609
H -1.082 0.434 0.087
H 0.354 0.928 0.077
H 0.008 0.142 0.086
H 0.253 -0.276 0.503
H 0.329 0.077 -0.182
H 0.570 0.107 -0.198
H -0.035 -0.234 0.350
H -0.029 0.461 0.342
H -0.009 0.308 -0.100
H 0.194 -0.620 0.162
H 0.075 -0.756 -0.242
H 0.171 -0.785 0.099
H -0.594 0.176 0.358
H -0.455 0.226 -0.071
H -0.246 -0.335 -0.326
H 0.240 0.000 -0.426
H 0.155 -0.309 -0.057
C -0.002 -0.763 -0.422
N -0.773 1.303 -0.265
O 0.402 -0.608 0.702
O -0.299 0.260 0.185
H 0.264 0.607 -0.520
H -0.168 -0.436 0.478
H 0.576 -0.362 -0.162
C 1.829 0.128 0.790
N -1.932 1.898 0.429
O -0.472 -2.430 3.649
O 1.122 0.396 -4.175
H -0.581 -0.457 -0.319
H 0.219 0.681 -0.109
H -0.185 -0.216 -0.268
C 0.151 0.289 0.069
C 0.861 -1.100 0.199
O -2.648 0.962 -0.327
P 0.213 0.488 0.269
O -0.439 -1.224 -0.515
O 3.329 -1.267 0.730
C -0.535 0.921 0.325
C -1.050 0.132 -0.448
O 0.350 0.010 -0.977
C 0.323 0.661 -1.042
C -0.688 0.253 -0.814
H -0.066 0.135 0.453
H 0.098 0.169 -0.080
H -0.068 -0.061 -0.139
H 0.380 -0.024 0.136
H -0.073 0.103 -0.383
H 0.136 -0.415 -0.442
H 0.019 0.396 -0.013
H 0.028 0.625 -0.355
H -0.306 0.271 0.415
H -0.037 -0.473 0.235
H 0.443 0.319 0.170
H -0.050 -0.338 0.769
H -0.340 -0.112 1.411
H -0.115 0.322 -0.667
H 0.087 -1.046 1.025
C -1.583 -1.324 -0.001
C -1.901 -1.525 -0.475
O 2.541 4.298 -0.746
P -0.669 1.272 1.889
O 1.597 -2.612 -2.492
O 0.608 -0.522 1.185
C -2.065 -0.509 -0.074
C -0.392 0.108 0.007
O -2.985 -5.062 0.730
C 0.922 4.069 -0.702
C 0.470 -0.156 0.915
H -0.405 0.086 0.392
H 0.527 -0.040 -0.214
H 0.441 0.640 -0.279
H 0.197 0.734 -0.256
H 0.921 0.240 0.059
H -0.285 -0.092 0.036
H 1.132 -0.081 -0.470
H 0.156 0.561 -0.014
H 0.027 -0.223 0.348
H 0.471 0.203 -0.155
H -0.131 0.259 -0.012
H 0.075 0.115 -0.184
H 0.031 0.005 -0.014
H 0.320 -0.350 0.111
H -0.021 -0.095 0.420

> What is the energy in the third record?

-1066.50926 Eh